No. 1
{
  "formula": "C48H132N12O12",
  "method": "ωB97M-V with the def2-TZVPD basis set",
  "symbols": ["C", "C", "C", "O", "C", "N", "H", "H", "H", "H", "H", "H", "H", "H", "H", "H", "H", "C", "C", "C", "O", "C", "N", "H", "H", "H", "H", "H", "H", "H", "H", "H", "H", "H", "C", "C", "C", "O", "C", "N", "H", "H", "H", "H", "H", "H", "H", "H", "H", "H", "H", "C", "C", "C", "O", "C", "N", "H", "H", "H", "H", "H", "H", "H", "H", "H", "H", "H", "C", "C", "C", "O", "C", "N", "H", "H", "H", "H", "H", "H", "H", "H", "H", "H", "H", "C", "C", "C", "O", "C", "N", "H", "H", "H", "H", "H", "H", "H", "H", "H", "H", "H", "C", "C", "C", "O", "C", "N", "H", "H", "H", "H", "H", "H", "H", "H", "H", "H", "H", "C", "C", "C", "O", "C", "N", "H", "H", "H", "H", "H", "H", "H", "H", "H", "H", "H", "C", "C", "C", "O", "C", "N", "H", "H", "H", "H", "H", "H", "H", "H", "H", "H", "H", "C", "C", "C", "O", "C", "N", "H", "H", "H", "H", "H", "H", "H", "H", "H", "H", "H", "C", "C", "C", "O", "C", "N", "H", "H", "H", "H", "H", "H", "H", "H", "H", "H", "H", "C", "C", "C", "O", "C", "N", "H", "H", "H", "H", "H", "H", "H", "H", "H", "H", "H"],
  "xyz": [[-8.14, -16.16, 18.41], [-9.16, -15.04, 18.40], [-9.62, -14.74, 17.00], [-10.55, -13.70, 17.15], [-11.09, -13.28, 15.90], [-10.20, -15.44, 19.32], [-7.16, -15.97, 18.00], [-8.59, -16.98, 17.84], [-7.95, -16.63, 19.38], [-8.82, -14.03, 18.71], [-10.13, -15.64, 16.55], [-8.85, -14.45, 16.31], [-11.72, -12.46, 16.07], [-11.73, -14.06, 15.49], [-10.39, -12.88, 15.11], [-10.41, -16.41, 19.18], [-10.99, -14.81, 19.08], [-9.92, -19.25, 19.21], [-10.31, -20.73, 19.52], [-11.81, -20.85, 19.86], [-12.08, -22.17, 20.24], [-13.49, -22.30, 20.58], [-10.03, -21.62, 18.34], [-8.86, -19.14, 19.00], [-10.11, -18.62, 20.08], [-10.54, -19.07, 18.37], [-9.71, -21.04, 20.38], [-12.44, -20.63, 19.00], [-12.13, -20.17, 20.70], [-13.51, -23.24, 21.12], [-14.07, -22.33, 19.65], [-13.75, -21.45, 21.31], [-10.19, -22.57, 18.71], [-9.09, -21.54, 18.07], [-9.93, -18.49, 14.70], [-8.64, -19.18, 14.78], [-7.47, -18.28, 15.15], [-7.28, -17.46, 13.98], [-6.66, -16.25, 14.33], [-8.59, -20.32, 15.76], [-9.76, -17.57, 14.20], [-10.46, -18.32, 15.65], [-10.70, -18.98, 14.09], [-8.39, -19.51, 13.76], [-6.57, -18.90, 15.36], [-7.71, -17.66, 16.03], [-5.75, -16.39, 14.93], [-7.38, -15.55, 14.79], [-6.40, -15.78, 13.36], [-8.03, -21.02, 15.32], [-9.47, -20.78, 15.97], [-8.28, -11.49, 21.49], [-6.89, -12.19, 21.36], [-7.11, -13.69, 21.15], [-7.42, -14.39, 22.33], [-8.25, -15.49, 22.22], [-6.14, -11.72, 20.14], [-8.73, -11.29, 20.54], [-8.26, -10.63, 22.11], [-8.95, -12.23, 21.99], [-6.40, -11.97, 22.33], [-6.20, -14.17, 20.78], [-7.87, -13.85, 20.38], [-7.85, -16.39, 21.73], [-9.14, -15.21, 21.65], [-8.49, -15.81, 23.21], [-6.21, -10.71, 20.11], [-5.15, -11.90, 20.34], [-4.85, -11.00, 29.07], [-4.76, -11.05, 27.53], [-5.93, -11.75, 26.90], [-5.80, -11.90, 25.48], [-4.84, -12.84, 25.14], [-4.52, -9.69, 26.96], [-4.00, -10.57, 29.46], [-4.89, -12.01, 29.44], [-5.77, -10.48, 29.42], [-3.89, -11.61, 27.22], [-6.77, -11.06, 26.99], [-6.20, -12.64, 27.44], [-5.04, -13.88, 25.42], [-3.85, -12.57, 25.48], [-4.68, -12.86, 24.07], [-5.13, -9.07, 27.48], [-4.85, -9.67, 26.01], [-9.65, -18.96, 22.83], [-10.32, -19.10, 24.18], [-10.05, -20.46, 24.73], [-10.46, -21.52, 23.87], [-11.84, -21.65, 23.71], [-9.99, -17.94, 25.02], [-9.81, -17.96, 22.44], [-9.89, -19.74, 22.16], [-8.54, -19.06, 22.87], [-11.37, -19.01, 23.91], [-10.43, -20.57, 25.77], [-8.93, -20.57, 24.75], [-12.17, -20.96, 22.90], [-12.36, -21.47, 24.64], [-11.96, -22.68, 23.41], [-10.30, -18.03, 25.96], [-9.00, -17.73, 25.07], [-0.94, -20.38, 25.36], [-2.15, -19.43, 25.41], [-3.24, -19.86, 26.44], [-3.86, -21.11, 26.18], [-4.52, -21.18, 24.94], [-1.67, -18.05, 25.73], [-0.10, -20.04, 24.77], [-1.24, -21.43, 25.06], [-0.51, -20.45, 26.34], [-2.52, -19.45, 24.38], [-3.98, -19.04, 26.40], [-2.86, -19.95, 27.46], [-4.89, -20.18, 24.60], [-5.40, -21.80, 25.09], [-3.91, -21.65, 24.13], [-0.90, -18.04, 26.36], [-1.26, -17.64, 24.89], [1.18, -13.17, 26.09], [-0.28, -13.38, 26.42], [-0.65, -14.80, 26.23], [-0.54, -15.23, 24.85], [-1.40, -14.52, 24.00], [-0.52, -13.10, 27.82], [1.46, -12.14, 26.36], [1.29, -13.32, 25.02], [1.83, -13.79, 26.62], [-0.80, -12.76, 25.72], [-1.63, -15.14, 26.61], [0.09, -15.36, 26.80], [-0.97, -13.60, 23.62], [-2.38, -14.38, 24.48], [-1.54, -15.21, 23.20], [-1.53, -13.10, 27.97], [-0.22, -12.17, 28.05], [-4.35, -13.75, 17.78], [-4.44, -14.89, 18.83], [-3.59, -16.16, 18.40], [-4.18, -16.69, 17.22], [-3.56, -17.82, 16.71], [-3.92, -14.32, 20.10], [-3.37, -13.37, 17.63], [-4.99, -12.98, 18.19], [-4.73, -13.99, 16.79], [-5.50, -15.22, 18.90], [-3.56, -16.89, 19.16], [-2.53, -15.82, 18.26], [-3.51, -18.65, 17.46], [-2.49, -17.67, 16.43], [-4.11, -18.18, 15.81], [-2.94, -14.01, 20.01], [-3.84, -15.08, 20.75], [2.45, -16.38, 22.16], [2.01, -17.83, 22.32], [0.46, -17.92, 22.35], [-0.17, -17.18, 21.30], [-1.57, -17.26, 21.40], [2.59, -18.52, 21.17], [3.55, -16.43, 22.16], [2.10, -15.69, 22.90], [2.13, -16.02, 21.20], [2.50, -18.30, 23.20], [0.20, -17.34, 23.26], [-0.02, -18.88, 22.43], [-2.05, -18.11, 20.90], [-1.98, -16.33, 20.97], [-1.88, -17.14, 22.50], [1.99, -18.37, 20.36], [2.63, -19.51, 21.30], [-5.60, -20.53, 21.09], [-6.13, -19.24, 20.50], [-5.58, -18.07, 21.24], [-5.96, -18.14, 22.57], [-5.32, -17.27, 23.46], [-5.68, -19.14, 19.11], [-5.89, -21.39, 20.51], [-6.00, -20.70, 22.08], [-4.50, -20.58, 21.25], [-7.24, -19.24, 20.62], [-5.92, -17.13, 20.72], [-4.49, -18.14, 21.17], [-4.25, -17.36, 23.41], [-5.69, -17.43, 24.46], [-5.58, -16.22, 23.23], [-5.70, -20.07, 18.71], [-6.21, -18.50, 18.55], [-8.45, -24.42, 22.20], [-7.65, -24.77, 23.45], [-6.17, -24.22, 23.39], [-5.39, -25.05, 22.59], [-4.05, -24.71, 22.46], [-8.29, -24.13, 24.57], [-8.30, -23.36, 21.92], [-9.51, -24.62, 22.38], [-8.02, -24.99, 21.36], [-7.57, -25.88, 23.62], [-5.75, -24.08, 24.38], [-6.25, -23.23, 22.96], [-3.43, -24.91, 23.33], [-4.00, -23.65, 22.14], [-3.62, -25.32, 21.68], [-9.13, -23.61, 24.35], [-7.74, -23.58, 25.18]],
  "e_tot_ha": -3467.65701,
  "orbital_gap_ha": 0.3377,
  "de_lowest_ev": 3.525,
  "total_charge": 0,
  "e_homo_ev": -8.69
}


No. 2
{
  "formula": "Cl3HN3O3PS2",
  "method": "ωB97M-V with the def2-TZVPD basis set",
  "symbols": ["N", "N", "N", "O", "O", "O", "P", "S", "S", "Cl", "Cl", "Cl", "H"],
  "xyz": [[1.14, 0.56, -0.75], [-1.70, 0.78, -1.04], [0.31, -0.64, 1.38], [2.67, 0.01, 1.18], [-1.80, -1.98, 1.53], [0.07, 0.35, -2.96], [-0.31, 0.07, -1.42], [1.35, 0.36, 0.81], [-1.21, -0.69, 1.22], [-0.55, -1.90, -1.28], [0.96, 2.08, 1.65], [-1.94, 0.68, 2.56], [1.00, 0.30, -2.88]],
  "e_tot_ha": -2908.74501,
  "orbital_gap_ha": [0.2471, 0.2739],
  "de_lowest_ev": 2.522,
  "total_charge": 0,
  "e_homo_ev": [-10.53, -10.09]
}


No. 3
{
  "formula": "H2N2O3",
  "method": "ωB97M-V with the def2-TZVPD basis set",
  "symbols": ["N", "N", "O", "O", "O", "H", "H"],
  "xyz": [[-1.62, 1.08, -0.29], [2.00, 0.14, 0.02], [1.31, 0.03, 1.02], [1.35, 0.51, -1.01], [-1.89, 0.42, 0.67], [-2.57, 1.50, -0.75], [0.39, 0.63, -0.92]],
  "e_tot_ha": -336.23187,
  "orbital_gap_ha": 0.3412,
  "de_lowest_ev": 0.903,
  "total_charge": 0,
  "e_homo_ev": -10.28
}